1.
Formula: C36H90I2N6NaO12
Source: the Open Molecules 2025 dataset
Level of theory: wB97M-V/def2-TZVPD

Element x y z (Å)
Na1 0.03 -0.09 -0.67
I1 -1.27 2.57 -1.94
I2 -0.83 -2.35 -2.77
C1 1.49 -4.70 2.10
O1 1.83 -3.47 2.59
C2 0.71 -2.65 2.98
C3 -0.11 -2.15 1.69
N1 -0.42 -0.67 1.50
C4 -1.66 -0.31 2.25
C5 -1.67 1.19 2.60
O2 -0.58 1.27 3.50
C6 -0.74 2.38 4.35
H1 1.12 -4.67 1.07
H2 0.69 -5.14 2.70
H3 2.35 -5.37 2.02
H4 0.88 -1.69 3.46
H5 0.13 -3.21 3.72
H6 -1.05 -2.70 1.70
H7 0.42 -2.41 0.77
H8 0.20 -0.18 2.13
H9 -1.76 -0.95 3.13
H10 -2.54 -0.47 1.62
H11 -2.68 1.37 2.97
H12 -1.60 1.88 1.76
H13 -1.68 2.57 4.88
H14 -0.49 3.39 4.03
H15 -0.09 2.21 5.21
C7 -3.50 9.80 3.69
O3 -2.44 10.17 2.91
C8 -2.09 9.30 1.82
C9 -1.23 10.03 0.78
N2 -0.69 9.25 -0.31
C10 0.34 8.27 0.01
C11 1.32 7.75 -1.07
O4 2.06 6.53 -0.68
C12 1.34 5.24 -0.57
H16 -3.28 8.80 4.06
H17 -4.41 9.62 3.11
H18 -3.78 10.45 4.51
H19 -2.87 8.86 1.21
H20 -1.52 8.56 2.39
H21 -0.33 10.54 1.14
H22 -1.72 10.97 0.50
H23 -1.40 9.03 -0.99
H24 -0.15 7.39 0.42
H25 1.00 8.66 0.79
H26 1.88 8.58 -1.50
H27 0.74 7.30 -1.86
H28 1.41 4.87 0.45
H29 1.75 4.40 -1.14
H30 0.28 5.31 -0.79
C13 -0.37 -8.20 -2.10
O5 -1.23 -7.10 -1.99
C14 -1.06 -6.25 -0.89
C15 -2.38 -5.38 -0.76
N3 -3.15 -5.67 0.52
C16 -3.62 -7.01 0.45
C17 -4.52 -7.39 1.66
O6 -5.85 -6.90 1.61
C18 -6.64 -7.46 2.72
H31 -0.53 -8.73 -3.04
H32 -0.65 -8.93 -1.34
H33 0.67 -8.01 -1.86
H34 -0.24 -5.57 -1.11
H35 -0.84 -6.83 0.01
H36 -3.02 -5.52 -1.62
H37 -2.07 -4.33 -0.79
H38 -3.94 -5.05 0.56
H39 -2.83 -7.75 0.57
H40 -4.21 -7.17 -0.46
H41 -4.03 -7.25 2.63
H42 -4.58 -8.48 1.59
H43 -6.12 -7.12 3.61
H44 -6.64 -8.55 2.80
H45 -7.69 -7.14 2.71
C19 3.82 3.14 -3.57
O7 4.19 1.88 -3.03
C20 4.05 1.65 -1.59
C21 2.57 1.23 -1.30
N4 2.51 0.70 0.04
C22 3.14 1.54 1.11
C23 2.74 0.96 2.50
O8 3.04 1.95 3.42
C24 3.05 1.38 4.77
H46 4.43 3.99 -3.27
H47 2.80 3.39 -3.26
H48 3.98 3.31 -4.63
H49 4.24 2.62 -1.14
H50 4.89 1.06 -1.22
H51 2.24 0.53 -2.06
H52 1.85 2.05 -1.34
H53 3.02 -0.17 0.03
H54 2.66 2.52 1.08
H55 4.22 1.57 0.96
H56 3.23 0.01 2.73
H57 1.65 1.01 2.52
H58 3.60 0.46 4.99
H59 2.00 1.29 5.05
H60 3.58 2.19 5.27
C25 -5.32 0.52 0.24
O9 -5.10 0.68 -1.14
C26 -5.42 1.95 -1.69
C27 -5.38 2.15 -3.26
N5 -4.13 1.74 -4.03
C28 -3.89 2.49 -5.33
C29 -2.61 1.96 -5.97
O10 -2.37 0.57 -5.91
C30 -1.11 0.14 -6.44
H61 -4.90 1.18 1.00
H62 -5.25 -0.56 0.41
H63 -6.37 0.76 0.36
H64 -4.69 2.69 -1.37
H65 -6.45 2.07 -1.35
H66 -5.67 3.17 -3.51
H67 -6.23 1.70 -3.77
H68 -3.28 1.88 -3.49
H69 -3.62 3.53 -5.18
H70 -4.68 2.27 -6.05
H71 -1.84 2.35 -5.30
H72 -2.31 2.31 -6.95
H73 -1.12 -0.95 -6.41
H74 -0.30 0.53 -5.83
H75 -0.81 0.44 -7.45
C31 8.31 -2.18 -0.03
O11 7.16 -1.75 0.67
C32 5.90 -1.90 0.04
C33 4.85 -2.15 1.08
N6 3.44 -2.17 0.61
C34 3.12 -3.00 -0.48
C35 3.67 -4.45 -0.33
O12 2.92 -5.45 -1.03
C36 3.36 -6.79 -1.07
H76 9.22 -1.80 0.45
H77 8.33 -1.86 -1.07
H78 8.40 -3.26 -0.16
H79 5.86 -2.65 -0.75
H80 5.60 -0.98 -0.47
H81 4.92 -1.46 1.92
H82 5.07 -3.15 1.47
H83 2.83 -2.46 1.36
H84 3.54 -2.55 -1.38
H85 2.05 -3.04 -0.64
H86 3.97 -4.70 0.69
H87 4.64 -4.39 -0.82
H88 3.41 -6.99 -2.14
H89 2.56 -7.34 -0.59
H90 4.35 -6.91 -0.62

The HOMO-LUMO gap is 6.14 eV. The charge is -1. As for the total energy: -3414.4144 a.u. As for the LUMO energy: 1.726 eV.

=====

2.
Formula: C36H90InN6Na3O20P2
Source: the Open Molecules 2025 dataset
Level of theory: wB97M-V/def2-TZVPD

Element x y z (Å)
In1 -0.37 -0.01 3.71
Na1 0.98 -3.37 1.39
Na2 -2.25 -2.63 0.88
Na3 0.94 -1.59 -2.20
P1 -1.15 -3.51 3.55
O1 -1.00 -4.29 2.24
O2 -1.61 -4.37 4.81
O3 -2.05 -2.26 3.32
O4 0.24 -2.94 3.98
P2 0.00 -0.89 0.33
O5 1.05 -0.95 1.42
O6 -1.28 -0.55 1.07
O7 -0.19 -2.30 -0.31
O8 0.42 0.11 -0.74
C1 -8.08 -1.92 0.76
O9 -6.95 -1.71 -0.12
C2 -5.86 -1.29 0.64
C3 -4.61 -1.02 -0.23
N1 -4.15 -2.28 -0.77
C4 -3.08 -2.10 -1.75
C5 -2.66 -3.46 -2.29
O10 -3.51 -3.92 -3.38
C6 -3.20 -5.28 -3.73
H1 -7.97 -2.75 1.47
H2 -8.96 -2.17 0.16
H3 -8.32 -1.05 1.37
H4 -5.62 -2.11 1.32
H5 -6.09 -0.38 1.19
H6 -3.89 -0.46 0.36
H7 -4.94 -0.29 -0.96
H8 -4.95 -2.79 -1.13
H9 -2.24 -1.55 -1.33
H10 -3.46 -1.50 -2.58
H11 -2.65 -4.12 -1.43
H12 -1.67 -3.56 -2.75
H13 -2.29 -5.40 -4.32
H14 -4.01 -5.71 -4.31
H15 -3.14 -5.84 -2.80
C7 4.84 -7.08 -2.23
O11 4.13 -5.79 -2.39
C8 2.74 -5.86 -1.95
C9 2.20 -4.39 -1.80
N2 2.23 -3.50 -2.96
C10 1.41 -4.03 -4.07
C11 0.92 -3.03 -5.08
O12 -0.03 -2.07 -4.48
C12 -1.07 -1.76 -5.39
H16 5.82 -6.96 -2.68
H17 4.28 -7.84 -2.75
H18 4.91 -7.30 -1.16
H19 2.73 -6.23 -0.93
H20 2.08 -6.53 -2.51
H21 2.81 -3.90 -1.04
H22 1.21 -4.40 -1.35
H23 3.18 -3.33 -3.25
H24 0.52 -4.50 -3.65
H25 1.85 -4.86 -4.63
H26 0.48 -3.57 -5.92
H27 1.72 -2.38 -5.46
H28 -0.74 -1.04 -6.14
H29 -1.88 -1.30 -4.83
H30 -1.47 -2.67 -5.84
C13 2.48 5.32 -2.89
O13 1.11 4.93 -2.83
C14 0.89 3.56 -2.73
C15 -0.58 3.28 -2.42
N3 -0.75 1.81 -2.32
C16 -2.11 1.40 -2.12
C17 -2.97 1.73 -3.30
O14 -4.20 0.99 -3.16
C18 -5.05 1.29 -4.31
H31 2.83 5.20 -3.92
H32 3.03 4.82 -2.09
H33 2.46 6.39 -2.69
H34 1.56 3.27 -1.92
H35 1.30 2.99 -3.57
H36 -1.10 3.81 -3.21
H37 -0.94 3.68 -1.48
H38 -0.27 1.29 -1.60
H39 -2.52 1.80 -1.19
H40 -2.03 0.32 -1.99
H41 -2.49 1.45 -4.23
H42 -3.14 2.81 -3.30
H43 -5.27 2.34 -4.51
H44 -5.99 0.75 -4.18
H45 -4.64 0.85 -5.22
C19 3.44 0.66 -6.12
O15 3.96 0.75 -4.78
C20 3.23 0.05 -3.80
C21 3.74 0.43 -2.42
N4 3.19 -0.44 -1.40
C22 4.03 -0.39 -0.21
C23 5.43 -1.04 -0.30
O16 6.13 -1.18 0.98
C24 6.43 0.03 1.64
H46 2.81 -0.19 -6.40
H47 4.28 0.69 -6.81
H48 2.84 1.54 -6.32
H49 3.30 -1.02 -4.00
H50 2.20 0.38 -3.88
H51 3.34 1.43 -2.25
H52 4.83 0.52 -2.41
H53 2.37 0.03 -1.03
H54 3.54 -1.02 0.54
H55 4.07 0.63 0.16
H56 5.93 -0.57 -1.15
H57 5.35 -2.05 -0.69
H58 7.29 0.55 1.23
H59 6.70 -0.21 2.67
H60 5.57 0.68 1.85
C25 1.74 2.52 1.29
O17 0.54 2.80 2.05
C26 -0.58 3.12 1.20
C27 -1.93 3.00 2.00
N5 -2.38 1.62 2.14
C28 -3.72 1.47 2.65
C29 -3.90 1.92 4.12
O18 -2.76 1.56 4.95
C30 -2.91 2.22 6.26
H61 1.73 3.24 0.47
H62 1.82 1.48 0.98
H63 2.57 2.85 1.92
H64 -0.63 2.55 0.27
H65 -0.53 4.13 0.79
H66 -2.69 3.53 1.42
H67 -1.85 3.46 2.99
H68 -2.15 1.05 1.34
H69 -3.82 0.38 2.58
H70 -4.43 1.92 1.96
H71 -4.79 1.40 4.48
H72 -4.14 2.97 4.24
H73 -2.04 2.03 6.90
H74 -3.78 1.74 6.71
H75 -3.03 3.30 6.30
C31 1.55 6.44 7.35
O19 1.23 5.67 6.24
C32 0.26 4.66 6.48
C33 -0.04 3.85 5.16
N6 0.74 2.62 5.02
C34 2.17 2.87 4.84
C35 2.99 1.56 4.85
O20 2.55 0.67 3.84
C36 3.30 -0.58 3.88
H76 0.77 7.16 7.60
H77 2.43 7.05 7.16
H78 1.74 5.77 8.20
H79 -0.70 5.12 6.73
H80 0.68 4.04 7.26
H81 0.04 4.45 4.26
H82 -1.08 3.50 5.16
H83 0.67 2.16 5.92
H84 2.56 3.52 5.63
H85 2.38 3.46 3.95
H86 2.90 0.90 5.72
H87 4.06 1.76 4.87
H88 4.37 -0.41 3.96
H89 3.15 -1.10 2.93
H90 3.00 -1.27 4.68

The HOMO-LUMO gap is 3.80 eV. The charge is 0. As for the total energy: -4618.7169 a.u. As for the LUMO energy: -3.633 eV.

=====

3.
Formula: C36H92N2O11
Source: the Open Molecules 2025 dataset
Level of theory: wB97M-V/def2-TZVPD

Element x y z (Å)
C1 -6.80 -4.05 6.58
C2 -6.06 -4.36 5.33
O1 -6.60 -3.55 4.39
H1 -7.88 -4.02 6.43
H2 -6.63 -3.09 7.05
H3 -6.46 -4.59 7.47
H4 -6.11 -5.40 5.01
H5 -5.02 -4.03 5.37
H6 -5.93 -2.88 4.19
C3 3.40 2.71 -0.13
C4 3.77 4.01 -0.84
O2 4.97 3.92 -1.62
H7 3.08 2.88 0.89
H8 4.26 2.04 -0.17
H9 2.56 2.13 -0.50
H10 3.93 4.76 -0.07
H11 3.00 4.42 -1.50
H12 5.27 4.81 -1.81
C5 -3.66 1.49 -3.16
C6 -4.17 2.16 -1.88
O3 -3.18 2.17 -0.92
H13 -2.89 2.13 -3.60
H14 -4.41 1.54 -3.96
H15 -3.34 0.45 -3.06
H16 -5.00 1.54 -1.54
H17 -4.39 3.22 -1.90
H18 -3.42 2.65 -0.12
C7 -2.60 5.35 1.24
C8 -4.03 5.19 0.73
O4 -4.39 3.83 1.01
H19 -2.23 6.26 0.77
H20 -1.84 4.68 0.85
H21 -2.46 5.31 2.32
H22 -4.16 5.42 -0.32
H23 -4.63 5.89 1.31
H24 -5.33 3.64 0.98
C9 -0.98 1.58 7.28
C10 0.20 1.17 8.14
O5 -0.17 1.05 9.52
H25 -0.71 1.53 6.22
H26 -1.21 2.61 7.53
H27 -1.87 1.01 7.53
H28 1.03 1.84 7.92
H29 0.65 0.19 7.95
H30 0.65 0.83 9.98
C11 4.52 -3.63 0.66
C12 3.96 -3.02 -0.53
O6 3.12 -3.94 -1.19
H31 5.07 -4.53 0.38
H32 3.78 -3.85 1.43
H33 5.18 -2.89 1.11
H34 4.63 -2.70 -1.33
H35 3.50 -2.10 -0.17
H36 2.51 -3.56 -1.83
C13 -0.18 -3.37 -5.28
C14 -0.52 -3.44 -3.82
O7 0.63 -3.61 -3.08
H37 0.31 -4.28 -5.62
H38 0.48 -2.56 -5.60
H39 -1.08 -3.11 -5.84
H40 -1.28 -4.20 -3.66
H41 -0.99 -2.47 -3.64
H42 0.38 -4.01 -2.24
C15 -0.36 -6.93 1.43
C16 -0.29 -5.54 0.80
O8 0.18 -5.55 -0.51
H43 0.61 -7.40 1.59
H44 -0.91 -7.59 0.76
H45 -0.89 -6.87 2.38
H46 0.37 -4.90 1.39
H47 -1.20 -4.99 1.03
H48 1.10 -5.28 -0.41
C17 3.83 0.84 3.92
C18 4.62 0.61 2.58
O9 5.28 -0.56 2.64
H49 3.77 1.92 4.05
H50 4.35 0.46 4.79
H51 2.82 0.45 4.07
H52 5.38 1.39 2.59
H53 4.06 0.88 1.68
H54 5.74 -0.66 3.48
C19 -2.71 -1.75 2.57
C20 -2.35 -0.33 2.03
C21 -1.54 0.38 3.14
C22 -0.12 -0.06 3.16
C23 0.64 -0.12 1.82
C24 -0.12 -0.70 0.64
N1 -1.56 -0.32 0.72
O10 -2.32 -0.72 -0.38
C25 0.49 0.04 -0.62
C26 0.21 -2.21 0.57
C27 -3.73 0.39 1.92
H55 -3.02 -2.36 1.72
H56 -3.35 -1.72 3.45
H57 -1.81 -2.31 2.82
H58 -1.57 1.44 2.88
H59 -2.03 0.24 4.11
H60 -0.18 -0.96 3.78
H61 0.32 0.72 3.77
H62 1.53 -0.74 1.91
H63 0.99 0.88 1.56
H64 0.01 -0.40 -1.50
H65 0.25 1.11 -0.60
H66 1.55 -0.14 -0.74
H67 1.29 -2.28 0.48
H68 -0.28 -2.83 1.31
H69 -0.17 -2.49 -0.42
H70 -3.73 1.27 1.27
H71 -4.00 0.90 2.84
H72 -4.48 -0.25 1.45
H73 -2.50 0.16 -0.71
C28 3.69 0.52 -3.52
C29 2.63 0.96 -4.58
C30 1.30 0.38 -4.07
C31 0.17 0.67 -4.97
C32 0.03 2.19 -4.91
C33 1.35 2.96 -5.28
N2 2.54 2.46 -4.56
O11 3.69 3.01 -4.92
C34 1.48 3.02 -6.80
C35 1.03 4.50 -4.81
C36 2.94 0.25 -5.91
H74 4.65 1.01 -3.72
H75 3.69 -0.57 -3.46
H76 3.41 0.95 -2.56
H77 1.50 -0.66 -3.80
H78 1.17 0.86 -3.10
H79 -0.73 0.15 -4.64
H80 0.19 0.40 -6.02
H81 -0.29 2.57 -3.93
H82 -0.85 2.29 -5.55
H83 0.77 3.71 -7.25
H84 2.49 3.35 -7.07
H85 1.33 2.02 -7.22
H86 1.70 5.25 -5.22
H87 0.06 4.81 -5.21
H88 0.88 4.70 -3.75
H89 2.66 0.79 -6.81
H90 2.33 -0.65 -5.98
H91 4.01 0.09 -6.00
H92 3.79 3.69 -4.25

The HOMO-LUMO gap (spin up / spin down) is 1.57 / 8.09 eV. The charge is -1. As for the total energy: -2363.6266 a.u. The multiplicity is 2. As for the LUMO energy (spin up / spin down): 2.207 / 2.230 eV.